CHN2O3 as an isolated structure. Source: the Open Molecules 2025 dataset; level of theory: ωB97M-V/def2-TZVPD.

```
7
Properties=species:S:1:pos:R:3:mulliken_charge:R:1
C -0.9894 -1.2703 -0.3608 0.521
N -0.2335 -0.3365 0.1824 -0.109
N -0.3545 -0.7580 1.5575 1.108
O -1.5214 -1.8630 -1.1565 -0.066
O 0.1539 -0.2405 2.4430 -0.368
O -1.0932 -1.7312 1.4257 -0.382
H 0.2804 0.4269 -0.2658 0.295
```

Values from the calculation:
Gap between HOMO and LUMO: 12.3 eV
Molecular weight: 89.03 Da
Highest occupied orbital energy: -19.090 eV
Energy: -10162.342 eV
Net charge: +1